1.
# C6H16N2

An isolated molecule of C6H16N2 at a distorted geometry (the ωB97M-V functional and the def2-TZVPD basis, OMol25).

As for the largest force on an atom: 3.75 eV/A. The value obtained for the highest occupied orbital energy is -7.84 eV. Its net charge is 0. The value obtained for the gap between HOMO and LUMO is 9.0 eV.

Geometry as XYZ:
```
24
C6H16N2 the ωB97M-V functional and the def2-TZVPD basis
C 0.989 -1.915 -2.141
C 0.975 -1.844 -0.634
N -0.173 -1.065 -0.120
C -1.533 -1.671 -0.393
C -0.229 0.361 -0.310
C -0.731 0.999 1.021
N 0.384 1.787 1.595
C 0.326 3.155 1.250
H -0.045 -1.991 -2.523
H 1.430 -1.122 -2.726
H 1.592 -2.758 -2.544
H 0.903 -2.910 -0.260
H 1.824 -1.354 -0.176
H -1.372 -2.098 -1.379
H -1.548 -2.452 0.360
H -2.267 -0.879 -0.346
H -0.840 0.805 -1.155
H 0.742 0.692 -0.825
H -1.651 1.604 0.781
H -0.833 0.180 1.760
H 0.422 1.593 2.630
H 1.145 3.837 1.629
H -0.457 3.814 1.699
H 0.556 3.325 0.160
```

2.
# C6H16N2

C6H16N2 as an isolated structure at a distorted geometry (the ωB97M-V functional and the def2-TZVPD basis, OMol25).

As for the largest force on an atom: 2.72 eV/A. The value obtained for the highest occupied orbital energy is -7.95 eV. Its net charge is 0. The value obtained for the gap between HOMO and LUMO is 7.9 eV.

Geometry as XYZ:
```
24
C6H16N2 the ωB97M-V functional and the def2-TZVPD basis
N 1.003 0.221 1.244
C 0.672 -0.156 -0.005
C 1.750 -0.463 -1.027
C 3.032 0.351 -0.789
C -0.717 -0.480 -0.385
N -1.939 0.136 0.054
C -1.725 1.553 0.342
C -2.421 -0.492 1.309
H 0.742 -0.576 1.830
H 1.476 -3.317 -3.172
H -0.099 0.669 -0.757
H 1.327 -0.137 -1.982
H 1.903 -1.544 -1.079
H 3.406 0.302 0.228
H 2.879 1.351 -1.184
H 3.785 0.012 -1.510
H -0.817 -1.566 -0.526
H 1.094 -2.924 -3.673
H -0.819 1.742 0.947
H -2.606 2.051 0.745
H -1.434 2.141 -0.532
H -3.356 -0.081 1.673
H -2.539 -1.558 1.100
H -1.601 -0.482 2.046
```

3.
# C6H16N2

A 2-piece molecular cluster, C6H16N2 overall at a distorted geometry (the ωB97M-V functional and the def2-TZVPD basis, OMol25).

As for the largest force on an atom: 3.32 eV/A. The value obtained for the highest occupied orbital energy is -8.64 eV. Its net charge is 0. The value obtained for the gap between HOMO and LUMO is 9.5 eV.

Geometry as XYZ:
```
24
C6H16N2 the ωB97M-V functional and the def2-TZVPD basis
C 3.164 -0.360 -0.944
C 2.149 -0.688 0.151
N 0.987 0.182 0.168
C 1.407 1.564 0.341
C 0.085 -0.216 1.234
C -1.222 0.583 1.271
N -1.730 1.241 0.267
C -4.239 -0.863 -1.281
H 3.772 0.536 -0.803
H 3.838 -1.206 -0.998
H 2.628 -0.237 -1.877
H 1.870 -1.719 -0.091
H 2.634 -0.734 1.145
H 1.988 1.910 -0.504
H 0.555 2.225 0.436
H 2.067 1.676 1.205
H -0.158 -1.266 1.053
H 0.578 -0.048 2.208
H -1.758 0.251 -0.131
H -1.689 0.603 2.270
H -3.283 -0.797 -1.799
H -4.494 0.142 -0.948
H -4.146 -1.522 -0.431
H -5.006 -1.254 -1.943
```

4.
# C6H16N2

C6H16N2 as an isolated structure at a distorted geometry (the ωB97M-V functional and the def2-TZVPD basis, OMol25).

As for the largest force on an atom: 4.27 eV/A. The value obtained for the highest occupied orbital energy is -7.41 eV. Its net charge is 0. The value obtained for the gap between HOMO and LUMO is 7.8 eV.

Geometry as XYZ:
```
24
C6H16N2 the ωB97M-V functional and the def2-TZVPD basis
C 0.086 0.513 0.943
N 1.196 -0.406 0.768
C 2.330 0.125 0.113
C 3.123 -1.043 -0.487
C -1.260 -0.120 0.421
N -1.031 -0.995 -0.514
C -0.912 0.050 -1.492
C -2.567 0.535 0.973
H 0.004 0.612 2.048
H 0.201 1.421 0.385
H -5.110 3.657 -1.756
H 2.948 0.791 0.738
H 2.102 0.896 -0.701
H 2.456 -1.580 -1.293
H 3.913 -0.663 -1.194
H 3.661 -1.606 0.254
H -5.461 4.246 -1.323
H 0.823 -1.191 0.182
H -1.632 -0.254 -2.269
H -1.194 1.147 -1.213
H 0.054 -0.030 -1.919
H -2.620 0.437 2.119
H -3.426 -0.062 0.601
H -2.674 1.629 0.735
```

5.
# C6H16N2

C6H16N2 as an isolated structure at a distorted geometry (the ωB97M-V functional and the def2-TZVPD basis, OMol25).

As for the largest force on an atom: 4.43 eV/A. The spin multiplicity is 2. As for the expectation value of S²: 0.756. The value obtained for the highest occupied orbital energy (alpha / beta) is -13.34 / -13.34 eV. Its net charge is +1. The value obtained for the gap between HOMO and LUMO (alpha / beta) is 6.9 / 5.9 eV.

Geometry as XYZ:
```
24
C6H16N2 the ωB97M-V functional and the def2-TZVPD basis
C 3.237 -1.092 -0.617
C 2.522 0.264 -0.863
N 1.351 0.367 -0.046
C 1.631 0.615 1.404
C 0.345 1.231 -0.533
C -1.065 0.962 -0.077
N -1.299 0.031 0.943
C -5.012 -1.293 0.286
H 3.508 -0.979 0.417
H 4.112 -1.202 -1.227
H 2.573 -1.979 -0.946
H 2.204 0.330 -1.918
H 3.035 1.256 -0.608
H 2.560 0.056 1.605
H 0.743 0.259 1.950
H 1.758 1.635 1.579
H 0.290 1.194 -1.624
H 0.521 2.329 -0.376
H -1.067 -0.460 -0.030
H -1.958 1.450 -0.506
H -5.141 -1.728 1.207
H -3.978 -1.033 0.174
H -5.233 -1.968 -0.489
H -5.638 -0.243 0.295
```

6.
# C6H16N2

A 2-piece molecular cluster, C6H16N2 overall at a distorted geometry (the ωB97M-V functional and the def2-TZVPD basis, OMol25).

As for the largest force on an atom: 2.11 eV/A. The spin multiplicity is 2. As for the expectation value of S²: 0.843. The value obtained for the highest occupied orbital energy (alpha / beta) is -13.33 / -13.91 eV. Its net charge is +1. The value obtained for the gap between HOMO and LUMO (alpha / beta) is 5.0 / 5.8 eV.

Geometry as XYZ:
```
24
C6H16N2 the ωB97M-V functional and the def2-TZVPD basis
C -1.980 0.087 -2.108
N -0.725 0.228 -1.406
C 1.944 1.970 -1.248
C -0.421 -2.053 -0.444
C -0.784 -0.532 -0.214
C 0.189 -0.074 0.897
N 0.097 -0.771 2.076
C 0.508 -0.138 3.253
H -2.095 -0.868 -2.625
H -2.788 0.136 -1.377
H -2.107 0.832 -2.910
H 1.049 1.634 -1.758
H 2.683 2.279 -1.974
H 2.381 1.229 -0.575
H -0.632 -2.321 -1.478
H 0.613 -2.324 -0.247
H -1.070 -2.628 0.212
H -1.800 -0.566 0.211
H 1.708 2.838 -0.631
H 1.236 -0.196 0.501
H 0.188 1.023 1.096
H 0.810 -0.821 4.048
H -0.314 0.451 3.694
H 1.310 0.586 3.005
```

7.
# C6H16N2O

C6H16N2O as an isolated structure at a distorted geometry (the ωB97M-V functional and the def2-TZVPD basis, OMol25).

As for the largest force on an atom: 6.59 eV/A. The value obtained for the highest occupied orbital energy is -7.10 eV. Its net charge is 0. The value obtained for the gap between HOMO and LUMO is 7.9 eV.

Geometry as XYZ:
```
25
C6H16N2O the ωB97M-V functional and the def2-TZVPD basis
C 0.911 0.472 0.101
C -1.641 0.015 0.265
C 0.077 -0.433 -0.596
C 1.235 0.283 1.553
C -2.193 1.256 -0.393
C -2.462 -1.229 0.015
N 2.260 -0.477 -1.089
N 3.422 -0.964 -0.448
O 0.914 1.803 -0.215
H 0.572 1.928 -1.110
H 2.564 0.354 -1.598
H -1.488 0.168 1.334
H 3.668 -0.408 0.377
H 3.251 -1.919 -0.151
H -0.170 -0.206 -1.628
H 0.182 -1.474 -0.321
H 0.613 0.931 2.169
H 1.112 -0.756 1.847
H 2.267 0.586 1.733
H -1.602 2.139 -0.146
H -2.034 -2.098 0.521
H -2.227 1.140 -1.481
H -3.222 1.462 -0.073
H -2.519 -1.454 -1.053
H -3.489 -1.120 0.384
```

8.
# C6H16N2O

C6H16N2O as an isolated structure at a distorted geometry (the ωB97M-V functional and the def2-TZVPD basis, OMol25).

As for the largest force on an atom: 1.60 eV/A. The value obtained for the highest occupied orbital energy (alpha / beta) is -6.83 / -6.83 eV. Its net charge is 0. The value obtained for the gap between HOMO and LUMO (alpha / beta) is 7.3 / 7.3 eV.

Geometry as XYZ:
```
25
C6H16N2O the ωB97M-V functional and the def2-TZVPD basis
C -0.681 0.695 1.142
C 0.523 -0.530 -1.252
C -1.307 -0.607 1.613
C 0.701 0.924 1.706
C 1.453 0.615 -1.484
C 1.125 -1.871 -0.990
N -0.742 -0.476 -1.695
N -1.520 0.621 -1.466
O -1.460 1.819 1.587
H -2.352 1.729 1.232
H -1.273 -1.332 -1.569
H -1.141 1.413 -1.980
H -1.081 0.797 -0.231
H -2.251 -0.794 1.092
H -0.646 -1.448 1.398
H -1.512 -0.575 2.689
H 1.356 0.075 1.512
H 0.650 1.051 2.794
H 1.149 1.832 1.299
H 2.266 0.593 -0.761
H 1.898 0.544 -2.487
H 0.959 1.581 -1.403
H 0.363 -2.641 -0.853
H 1.737 -1.833 -0.086
H 1.786 -2.181 -1.807
```

9.
# C6H16N2O8V

C6H16N2O8V as an isolated structure at a distorted geometry (the ωB97M-V functional and the def2-TZVPD basis, OMol25).

As for the largest force on an atom: 4.34 eV/A. The value obtained for the highest occupied orbital energy is -2.53 eV. Its net charge is -1. The value obtained for the gap between HOMO and LUMO is 3.1 eV.

Geometry as XYZ:
```
33
C6H16N2O8V the ωB97M-V functional and the def2-TZVPD basis
O -6.398 -9.829 3.457
V -6.639 -8.602 2.448
O -5.524 -8.638 1.339
C -4.323 -6.418 4.181
C -5.798 -6.272 4.472
O -6.665 -6.763 3.505
H -4.145 -7.489 4.027
H -3.664 -6.066 4.979
H -3.988 -5.866 3.302
H -6.013 -5.194 4.544
H -6.113 -6.677 5.446
C -5.767 -5.861 -0.572
C -6.160 -4.630 0.237
O -7.443 -4.186 0.350
H -5.851 -6.742 0.072
H -4.785 -5.733 -1.043
H -6.340 -6.089 -1.479
H -5.622 -3.854 -0.362
H -5.694 -4.647 1.238
C -3.084 -8.250 -0.456
N -1.625 -8.107 -0.273
O -0.986 -9.140 -0.125
O -1.071 -7.037 -0.411
H -3.420 -9.276 -0.439
H -3.315 -7.670 -1.347
H -3.581 -7.693 0.337
C -3.650 0.148 0.170
N -4.549 -0.833 -0.488
O -4.073 -1.429 -1.438
O -5.681 -0.939 -0.090
H -3.690 1.074 -0.398
H -2.645 -0.259 0.127
H -4.040 0.270 1.175
```

10.
# C6H16N3

A 2-piece molecular cluster, C6H16N3 overall at a distorted geometry (the ωB97M-V functional and the def2-TZVPD basis, OMol25).

As for the largest force on an atom: 5.68 eV/A. The value obtained for the highest occupied orbital energy is -12.96 eV. Its net charge is +1. The value obtained for the gap between HOMO and LUMO is 8.5 eV.

Geometry as XYZ:
```
25
C6H16N3 the ωB97M-V functional and the def2-TZVPD basis
C -3.087 0.260 0.782
C 3.116 -0.904 -0.702
C 1.756 -0.442 1.380
C -2.659 -0.754 -0.313
C -1.116 -0.902 -0.356
C 2.571 -0.031 0.424
N 0.626 2.127 -0.344
N -0.506 0.303 -0.793
N 0.068 1.039 0.021
H -2.870 -0.131 1.704
H -2.496 1.244 0.834
H -4.078 0.349 0.582
H 2.243 -1.004 -1.477
H 3.928 -0.418 -1.114
H 3.482 -1.970 -0.396
H 0.975 2.756 0.380
H 1.352 0.392 2.039
H 1.762 -1.420 1.599
H -2.948 -0.398 -1.219
H -3.117 -1.792 0.053
H -0.558 -0.961 0.524
H -0.910 -1.657 -0.968
H 2.707 0.995 0.295
H 0.498 2.670 -1.251
H -0.739 0.646 -1.685
```

Q: What is the formula in the first record?
A: C6H16N2

Q: What is the net charge in the fourth record?
A: 0

Please write out number 3 again, unchanged.
# C6H16N2

A 2-piece molecular cluster, C6H16N2 overall at a distorted geometry (the ωB97M-V functional and the def2-TZVPD basis, OMol25).

As for the largest force on an atom: 3.32 eV/A. The value obtained for the highest occupied orbital energy is -8.64 eV. Its net charge is 0. The value obtained for the gap between HOMO and LUMO is 9.5 eV.

Geometry as XYZ:
```
24
C6H16N2 the ωB97M-V functional and the def2-TZVPD basis
C 3.164 -0.360 -0.944
C 2.149 -0.688 0.151
N 0.987 0.182 0.168
C 1.407 1.564 0.341
C 0.085 -0.216 1.234
C -1.222 0.583 1.271
N -1.730 1.241 0.267
C -4.239 -0.863 -1.281
H 3.772 0.536 -0.803
H 3.838 -1.206 -0.998
H 2.628 -0.237 -1.877
H 1.870 -1.719 -0.091
H 2.634 -0.734 1.145
H 1.988 1.910 -0.504
H 0.555 2.225 0.436
H 2.067 1.676 1.205
H -0.158 -1.266 1.053
H 0.578 -0.048 2.208
H -1.758 0.251 -0.131
H -1.689 0.603 2.270
H -3.283 -0.797 -1.799
H -4.494 0.142 -0.948
H -4.146 -1.522 -0.431
H -5.006 -1.254 -1.943
```